Computed, not measured: 2 unconnected molecules or ions with the total composition C2H7NO in a non-equilibrium geometry, with ωB97M-V/def2-TZVPD.

Its maximum force is 0.0389 hartree/bohr. For the HOMO energy, the calculation gives -0.3373 Ha. Its SMILES is C=CO.N. Its total charge is 0.

CARTESIAN COORDINATES (ANGSTROEM)
1 O 0.00 -1.02 1.05
2 N 1.65 0.21 -2.52
3 C -1.70 0.60 1.01
4 C -0.40 0.29 1.04
5 H -0.68 -1.63 0.76
6 H 1.49 0.68 -1.63
7 H 1.98 -0.74 -2.29
8 H -2.37 -0.18 1.35
9 H 2.48 0.70 -2.91
10 H -2.12 1.57 0.76
11 H 0.37 1.04 0.92

Atomic partial charges in e from the natural (NBO) method, atoms 1 to 2:
1 O -0.70
2 N -1.06

---

Computed, not measured: 2 unconnected molecules or ions with the total composition C2H7NO in a non-equilibrium geometry, with ωB97M-V/def2-TZVPD.

Its maximum force is 0.0809 hartree/bohr. For the HOMO energy (alpha / beta), the calculation gives -0.5848 / -0.5827 Ha. Its multiplicity is 2. Its total charge is +1.

CARTESIAN COORDINATES (ANGSTROEM)
1 O 0.63 -2.23 -0.59
2 N 0.01 0.56 0.07
3 C 0.24 2.01 0.36
4 C -1.04 -0.04 0.35
5 H -1.25 -1.11 0.17
6 H -0.07 -2.40 -1.22
7 H -0.50 2.53 0.96
8 H -1.92 0.38 0.83
9 H 1.18 2.10 0.92
10 H 0.48 2.51 -0.58
11 H 1.19 -1.55 -0.97

Atomic partial charges in e from the natural (NBO) method, atoms 1 to 2:
1 O -0.93
2 N 0.06

---

Computed, not measured: 2 unconnected molecules or ions with the total composition C2H7NO2 in a non-equilibrium geometry, with ωB97M-V/def2-TZVPD.

Its maximum force is 0.0216 hartree/bohr. For the HOMO energy, the calculation gives -0.3779 Ha. Its SMILES is NC=O.CO. Its total charge is 0.

CARTESIAN COORDINATES (ANGSTROEM)
1 O -1.72 3.25 1.04
2 O 2.19 -2.48 -2.29
3 N 1.50 -2.23 -0.13
4 C -1.43 1.86 1.04
5 C 1.48 -1.95 -1.48
6 H -1.14 1.53 0.04
7 H -1.64 3.54 0.12
8 H -2.33 1.30 1.28
9 H 2.28 -2.83 0.11
10 H 0.71 -1.22 -1.77
11 H 0.66 -2.44 0.37
12 H -0.57 1.67 1.68

Atomic partial charges in e from the natural (NBO) method, atoms 1 to 2:
1 O -0.72
2 O -0.57

---

Computed, not measured: 2 unconnected molecules or ions with the total composition C2H7NO2 in a non-equilibrium geometry, with ωB97M-V/def2-TZVPD.

Its maximum force is 0.0784 hartree/bohr. For the HOMO energy, the calculation gives -0.3624 Ha. Its SMILES is NC=O.CO. Its total charge is 0.

CARTESIAN COORDINATES (ANGSTROEM)
1 O -1.59 -0.24 2.64
2 O 0.78 0.67 -2.22
3 N -0.94 -0.14 0.38
4 C 1.96 0.14 -1.71
5 C -0.76 -0.48 1.73
6 H 1.81 -0.47 -0.84
7 H 0.19 -0.98 1.92
8 H -1.85 0.18 0.00
9 H 2.31 -0.62 -2.53
10 H 0.03 -0.13 -0.06
11 H 2.69 0.86 -1.43
12 H 0.76 0.72 -3.18

Atomic partial charges in e from the natural (NBO) method, atoms 1 to 2:
1 O -0.60
2 O -0.74

---

Computed, not measured: a single C2H7NO2S molecule in a non-equilibrium geometry, with ωB97M-V/def2-TZVPD.

Its maximum force is 0.1132 hartree/bohr. For the HOMO energy, the calculation gives -0.3150 Ha. Its total charge is 0.

CARTESIAN COORDINATES (ANGSTROEM)
1 S 1.79 0.14 0.28
2 O -0.54 -0.83 1.49
3 O 1.90 1.09 -0.84
4 N -0.05 -1.20 -0.92
5 C -0.16 -0.28 0.27
6 C -0.78 0.96 -0.22
7 H -0.23 -2.10 -0.56
8 H -0.37 -1.69 1.68
9 H 2.09 1.07 1.33
10 H -0.83 -0.97 -1.53
11 H -0.91 1.67 0.56
12 H -1.80 0.88 -0.57
13 H -0.11 1.27 -0.96

Atomic partial charges in e from the natural (NBO) method, atoms 1 to 2:
1 S 0.96
2 O -0.71

---

Computed, not measured: a single C2H7NO2S molecule in a non-equilibrium geometry, with ωB97M-V/def2-TZVPD.

Its maximum force is 0.0812 hartree/bohr. For the HOMO energy, the calculation gives -0.3718 Ha. Its SMILES is CCO[S@@H](=N)=O. Its total charge is 0.

CARTESIAN COORDINATES (ANGSTROEM)
1 S 1.45 -0.29 0.29
2 O 1.15 -0.80 1.57
3 O 0.44 0.70 -0.49
4 N 2.86 0.27 0.21
5 C -1.68 0.24 0.56
6 C -1.01 0.24 -0.74
7 H -1.34 0.76 -1.62
8 H 1.19 -1.37 -0.57
9 H -1.80 1.20 0.91
10 H -2.47 -0.45 0.62
11 H -0.99 -0.84 -1.10
12 H -0.97 -0.27 1.09
13 H 3.17 0.61 -0.72

Atomic partial charges in e from the natural (NBO) method, atoms 1 to 2:
1 S 2.10
2 O -0.92